Record 1
20
Properties=species:S:1:pos:R:3:mulliken_charge:R:1 method="wB97M-V/def2-TZVPD" smiles="C=Cc1[nH]ccc1C.O" orbital_gap_ev=8.951 homo_energy_ev=-8.085 e_tot_ev=-10974.0879
O 0.119 -2.957 1.649 -0.64
N 0.024 -0.456 -1.583 -0.05
C -1.079 0.144 -2.196 -0.60
C -1.655 0.969 -1.275 -0.69
C 2.645 -0.121 0.243 -0.88
C 1.350 -0.197 0.498 -0.36
C 0.175 0.110 -0.335 -0.17
C -1.095 1.759 1.155 -1.25
C -0.855 0.969 -0.090 1.12
H 0.108 -2.464 0.821 0.34
H -1.225 1.094 2.013 0.29
H 3.011 0.179 -0.738 0.25
H -0.257 2.404 1.432 0.31
H -1.442 -0.292 -3.112 0.40
H 3.418 -0.426 0.934 0.29
H 1.065 -0.470 1.516 0.32
H 0.832 -0.700 -2.135 0.27
H -0.648 -3.532 1.613 0.31
H -2.524 1.582 -1.464 0.40
H -1.966 2.403 1.054 0.34



Record 2
16
Properties=species:S:1:pos:R:3:mulliken_charge:R:1 method="wB97M-V/def2-TZVPD" smiles="C1=CC1.CCO" orbital_gap_ev=10.185 homo_energy_ev=-9.110 e_tot_ev=-7391.2581
O -0.669 -0.244 -0.385 -0.50
C 2.282 -0.604 -1.093 -0.43
C 1.532 0.390 -1.439 -0.20
C -1.029 0.613 0.683 -0.10
C -2.296 0.065 1.300 -1.12
C 2.384 0.618 -0.228 -0.34
H 0.802 0.834 -2.093 0.33
H -3.041 -0.035 0.507 0.27
H -2.691 0.699 2.098 0.36
H -1.187 1.613 0.259 0.27
H 2.645 -1.596 -1.303 0.34
H -0.220 0.708 1.422 0.21
H -2.093 -0.935 1.697 0.29
H 1.942 0.641 0.778 0.09
H 0.039 -0.830 -0.097 0.30
H 3.249 1.275 -0.325 0.23



Record 3
16
Properties=species:S:1:pos:R:3:mulliken_charge:R:1 method="wB97M-V/def2-TZVPD" orbital_gap_ev="11.480 / 5.680" homo_energy_ev="-15.149 / -15.066" spin_multiplicity=2 charge=+1 e_tot_ev=-9868.7066
O -1.041 -0.800 -2.253 -0.51
O 1.090 -0.818 -2.655 -0.44
N -1.486 0.485 0.632 -0.26
C 0.490 0.489 1.950 -1.13
C -0.006 0.400 0.465 0.15
C 0.067 -0.825 -1.771 0.44
C 0.508 -0.883 -0.326 -0.79
H 0.198 1.368 -0.056 0.52
H 0.794 0.036 -3.127 0.40
H -0.170 -1.590 0.123 0.43
H -0.357 0.809 2.553 0.37
H 1.553 -0.926 -0.163 0.48
H 0.839 -0.554 2.165 0.34
H -1.825 1.477 0.560 0.36
H -1.946 0.135 -0.167 0.32
H 1.292 1.198 2.070 0.32



Record 4
73
Properties=species:S:1:pos:R:3:mulliken_charge:R:1 method="wB97M-V/def2-TZVPD" orbital_gap_ev=4.218 homo_energy_ev=-7.502 e_tot_ev=-143165.0467
Co -1.476 -1.245 0.259 1.76
Co -3.882 -1.145 -0.022 0.10
P 0.314 -1.734 -0.849 2.32
F 3.557 5.070 0.839 -0.26
F 1.948 6.334 1.638 -0.27
F 2.080 5.932 -0.533 -0.27
O -6.033 0.793 0.201 -0.33
O -5.382 -3.188 -1.440 -0.36
O 1.894 3.089 1.321 -0.68
O -0.604 -1.873 2.934 -0.36
O -3.908 -1.220 2.889 -0.38
O -2.287 -4.067 0.072 -0.45
N 0.066 4.204 0.525 0.30
C 1.291 0.879 -1.276 -0.50
C 2.382 -3.936 1.904 -0.69
C 2.244 5.366 0.708 0.68
C 0.251 -3.135 -2.041 -0.24
C 1.327 4.103 0.876 0.02
C -1.509 0.576 0.216 -0.32
C 3.731 -1.976 1.462 -0.73
C -0.956 -1.560 1.874 -0.15
C 0.959 -0.351 -1.875 0.36
C 1.116 0.718 -4.056 -0.67
C 0.092 1.453 4.246 -1.00
C 1.431 -3.484 0.987 0.03
C 1.376 -3.935 -2.311 -0.64
C -0.545 2.550 4.840 -0.49
C 0.221 -4.932 -4.196 -0.54
C -3.805 -1.214 1.736 0.08
C -0.919 -3.311 -2.801 0.19
C -5.185 0.015 0.102 0.39
C -0.925 -4.197 -3.883 -0.81
C -4.805 -2.373 -0.858 0.21
C -1.311 3.423 4.056 -0.84
C 1.338 1.957 -3.450 -0.97
C -0.862 2.059 2.096 0.54
C -0.606 5.417 0.173 -1.35
C -0.015 1.245 2.874 -0.05
C 1.358 -4.822 -3.392 -0.73
C -2.199 -2.903 0.052 -0.03
C 1.427 2.027 -2.057 -0.78
C -1.098 1.789 0.682 0.78
C 2.809 -1.539 0.503 -0.56
C 1.643 -2.285 0.285 -0.02
C -2.383 -0.025 -0.691 -1.18
C 3.526 -3.173 2.154 -0.63
C 0.933 -0.426 -3.278 -0.77
C -1.510 3.154 2.711 -0.41
H 2.995 -0.634 -0.077 0.49
H -1.105 2.658 0.015 0.61
H 2.243 -5.420 -3.609 0.41
H 0.524 -4.070 0.807 0.37
H -1.820 -2.743 -2.555 0.13
H 0.589 0.500 2.354 0.75
H 1.076 0.640 -5.141 0.41
H -0.120 6.344 0.517 0.40
H 0.762 -1.385 -3.762 0.32
H -1.599 5.366 0.647 0.28
H -2.162 3.770 2.088 0.43
H 0.702 0.768 4.837 0.44
H 1.422 0.955 -0.194 0.62
H -0.762 5.470 -0.920 0.30
H 2.263 -3.862 -1.681 0.41
H 1.601 2.986 -1.569 0.39
H -0.430 2.730 5.911 0.41
H -1.829 -4.302 -4.481 0.43
H 1.451 2.860 -4.054 0.43
H 0.226 -5.588 -5.067 0.38
H 2.220 -4.882 2.422 0.42
H -2.471 0.316 -1.727 0.62
H 4.257 -3.518 2.887 0.38
H -1.763 4.319 4.484 0.42
H 4.619 -1.378 1.658 0.44



Record 5
20
Properties=species:S:1:pos:R:3:mulliken_charge:R:1 method="wB97M-V/def2-TZVPD" orbital_gap_ev="2.390 / 6.843" homo_energy_ev="4.243 / -0.328" spin_multiplicity=2 charge=-2 e_tot_ev=-11968.9805
O -2.456 -1.702 0.243 -0.81
O -0.350 -0.636 2.153 -0.59
O 0.067 -1.619 -0.169 -1.02
N 0.156 2.123 -0.021 -1.10
C -0.036 -0.417 -0.828 0.84
C 1.295 -0.018 -1.584 -4.86
C 0.621 0.307 1.629 -0.81
C -0.253 0.764 0.403 -0.45
H -2.656 -0.880 -0.256 0.27
H -1.345 0.754 0.728 0.26
H 1.101 1.860 -0.368 0.66
H 1.402 -0.340 1.554 0.43
H -0.583 -1.415 1.501 0.41
H 1.068 0.796 -2.160 0.40
H 0.743 1.114 2.303 0.56
H -0.419 2.593 -0.629 0.68
H -0.847 -0.585 -1.641 0.64
H -1.396 -1.838 0.099 0.45
H 2.100 -0.061 -0.866 0.06
H 1.786 -0.799 -2.090 1.99



Record 6
8
Properties=species:S:1:pos:R:3:mulliken_charge:R:1 method="wB97M-V/def2-TZVPD" smiles=CC[O-] orbital_gap_ev=7.042 homo_energy_ev=-1.904 charge=-1 e_tot_ev=-4201.2905
O -1.784 0.143 0.148 -0.89
C 0.590 -0.004 0.515 -0.77
C -0.650 -0.061 -0.536 -0.16
H 1.073 1.112 0.531 0.15
H 1.445 -0.636 0.150 0.24
H -0.397 0.777 -1.200 0.10
H -0.548 -0.999 -1.176 0.14
H 0.269 -0.333 1.568 0.21



Record 7
52
Properties=species:S:1:pos:R:3:mulliken_charge:R:1 method="wB97M-V/def2-TZVPD" smiles="CCS[C@H](C)C(=O)N(C)CCOCCN(C)C(=O)c1c(C)csc1Cl" orbital_gap_ev=9.405 homo_energy_ev=-8.952 e_tot_ev=-61383.1396
Cl -0.316 -4.816 1.297 -0.21
S -3.089 -3.762 1.416 -0.23
S 0.311 1.029 -2.362 -0.10
O 3.183 0.977 1.127 -0.49
O -1.676 3.461 -0.834 -0.68
O 0.576 -1.173 3.059 -0.64
N 1.211 -1.744 0.956 0.40
N -0.094 2.612 0.516 0.32
C -1.127 1.172 -1.245 2.25
C -2.246 -1.389 1.932 -0.44
C 3.163 -0.242 0.399 -0.14
C 1.080 -0.912 -4.105 -1.30
C 2.289 1.962 0.648 -0.56
C -1.075 -2.201 1.747 -0.65
C 2.606 -1.404 1.224 -1.17
C -0.044 3.887 1.217 -1.25
C -3.386 -2.108 1.754 -0.79
C 0.931 -2.272 -0.364 -0.81
C -2.459 1.136 -1.975 -1.81
C -2.215 0.055 2.327 -0.98
C 0.310 -1.675 1.978 1.03
C -0.982 2.513 -0.509 0.09
C -0.142 -0.431 -3.337 -0.29
C 0.841 1.587 0.942 0.42
C -1.399 -3.498 1.490 1.47
H 1.458 -0.129 -4.764 0.37
H 0.732 1.408 2.016 0.44
H -3.270 1.293 -1.263 0.42
H -2.508 1.929 -2.719 0.38
H 2.556 2.886 1.161 0.38
H -2.611 0.171 -2.457 0.47
H -1.654 0.662 1.615 0.22
H 1.429 -3.232 -0.518 0.31
H 1.887 -1.198 -3.429 0.27
H 3.201 -2.301 1.018 0.50
H 0.433 3.731 2.184 0.41
H 0.516 4.637 0.657 0.33
H 0.612 0.655 0.433 -0.93
H -1.729 0.169 3.296 0.33
H 1.283 -1.571 -1.123 -0.16
H 2.420 2.119 -0.430 0.37
H -1.054 4.265 1.363 0.37
H -0.509 -1.205 -2.661 0.21
H 2.619 -0.115 -0.542 0.05
H -1.080 0.343 -0.534 -1.18
H 0.825 -1.775 -4.720 0.37
H -0.945 -0.174 -4.026 0.45
H -0.138 -2.406 -0.501 0.47
H 2.697 -1.163 2.280 0.44
H -3.226 0.455 2.387 0.41
H -4.399 -1.747 1.830 0.48
H 4.202 -0.470 0.147 0.41



Record 8
76
Properties=species:S:1:pos:R:3:mulliken_charge:R:1 method="wB97M-V/def2-TZVPD" orbital_gap_ev="8.307 / 5.037" homo_energy_ev="-16.273 / -16.773" spin_multiplicity=4 charge=+3 e_tot_ev=-99480.3376
Cr 0.198 -1.563 7.220 -0.27
Cl 1.524 -4.566 2.598 -0.14
S 4.054 -0.097 -2.374 -0.19
O -1.092 0.188 9.364 -0.24
O 1.729 3.090 3.061 -0.51
O -2.134 -0.275 5.758 -0.33
O -2.144 -3.247 8.265 -0.22
O 0.772 2.895 0.932 -0.16
C -1.201 -2.707 7.847 0.40
C 2.373 4.154 -0.269 -1.79
C 2.664 -2.298 -0.480 -0.52
C -0.664 1.048 2.193 0.55
C 0.308 5.185 0.562 -1.93
C 1.672 -1.296 5.565 1.34
C 5.635 1.464 -1.087 -0.82
C -3.169 2.323 2.354 -0.61
C 1.983 -0.539 6.714 -0.48
C -1.534 1.059 1.083 -0.24
C 3.404 -2.667 2.203 -1.02
C -2.753 1.720 1.159 -0.56
C 2.349 -3.400 1.650 0.52
C 1.512 -0.646 4.263 -0.72
C 1.999 -3.247 0.299 -0.97
C 4.246 -0.390 -0.652 0.31
C 3.553 4.492 2.332 -1.76
C 1.296 0.037 3.276 -1.05
C -1.140 1.556 3.428 -0.45
C 2.040 4.338 2.368 1.69
C 5.140 1.254 -2.365 0.68
C 1.905 -2.521 8.112 -0.64
C 1.396 4.188 0.909 1.41
C 0.838 0.721 2.080 0.75
C 2.174 -1.157 7.960 -0.68
C -2.393 2.158 3.510 -0.95
C 4.028 -1.690 1.439 -0.40
C -1.163 -0.763 6.183 0.54
C 5.149 0.530 -0.132 -0.55
C 1.459 5.447 3.226 -1.87
C 1.299 -2.641 5.762 -0.08
C 3.648 -1.465 0.094 1.40
C -0.499 -0.441 8.585 0.45
C 1.472 -3.269 7.006 -0.75
C 5.502 2.034 -3.569 -1.12
B 1.107 2.324 2.139 0.62
H -3.390 1.783 0.277 0.47
H 2.108 0.541 6.602 0.65
H 4.811 2.871 -3.748 0.30
H 3.943 4.491 3.356 0.46
H 1.985 -2.992 9.095 0.52
H 5.499 1.394 -4.459 0.40
H 2.417 -2.174 -1.540 0.39
H 1.217 -4.323 7.111 0.61
H 1.172 0.288 1.131 0.60
H 2.489 -0.554 8.812 0.60
H 6.504 2.463 -3.442 0.37
H 3.706 -2.828 3.233 0.56
H 2.932 5.097 -0.328 0.43
H -0.491 1.480 4.306 0.70
H 1.797 4.048 -1.200 0.48
H 3.081 3.312 -0.213 0.15
H 4.806 -1.082 1.896 0.36
H 0.908 -3.197 4.908 0.44
H 3.814 5.454 1.864 0.42
H 5.435 0.531 0.913 0.44
H -2.753 2.536 4.471 0.50
H -0.490 5.186 1.315 0.30
H -0.124 4.907 -0.408 0.48
H -4.078 2.930 2.386 0.49
H 4.037 3.680 1.772 0.18
H 0.744 6.189 0.472 0.40
H -1.197 0.565 0.171 0.52
H 0.372 5.348 3.367 0.29
H 1.927 5.402 4.215 0.46
H 6.311 2.272 -0.846 0.45
H 1.214 -3.869 -0.130 0.47
H 1.692 6.427 2.792 0.43



Record 9
19
Properties=species:S:1:pos:R:3:mulliken_charge:R:1 method="wB97M-V/def2-TZVPD" orbital_gap_ev=10.051 homo_energy_ev=-9.115 e_tot_ev=-11508.1375
O -0.543 -0.243 1.290 -0.46
O 0.369 1.868 0.229 -0.42
C -1.647 -1.024 -0.292 -0.32
C 2.024 -0.263 0.524 -0.74
C -1.242 0.298 0.067 -0.53
C 0.938 -0.731 -0.472 -0.26
C -1.176 1.804 0.162 -0.28
C 1.252 0.783 -0.219 -0.04
C -0.298 -1.339 0.321 0.08
H -1.955 -1.233 -1.451 0.21
H 2.996 -0.389 -0.038 0.26
H 2.318 -0.478 1.655 0.27
H 1.360 -1.493 -1.273 0.28
H -1.463 2.127 -0.876 0.26
H -0.171 -2.301 0.910 0.45
H -1.623 2.409 1.034 0.26
H 1.920 1.179 -1.072 0.26
H -0.607 0.489 -0.847 0.48
H -2.450 -1.463 0.347 0.25



Record 10
132
Properties=species:S:1:pos:R:3:mulliken_charge:R:1 method="wB97M-V/def2-TZVPD" orbital_gap_ev=4.494 homo_energy_ev=-3.530 charge=-1 e_tot_ev=-187880.7013
Cs -0.416 0.064 0.182 2.10
Se 2.738 -2.359 3.060 -0.34
S -2.798 2.240 1.026 -0.41
S 0.265 2.808 1.977 0.34
P -0.613 -3.033 -1.056 2.18
P 0.749 -0.848 -2.843 -0.22
Si -2.023 -3.584 1.557 -0.26
Si 1.628 2.088 -2.968 -0.34
N 1.116 0.629 -2.339 0.46
N 3.445 -0.347 1.126 0.46
N 3.020 0.500 3.068 0.41
N -1.266 -2.681 0.359 0.03
N -3.156 4.493 2.402 0.29
N -0.599 5.301 1.660 0.34
C 2.329 -0.828 -5.221 0.10
C -5.599 4.734 4.922 -0.43
C 3.515 -1.254 -0.015 -0.59
C 3.507 2.156 -3.200 -0.86
C -2.335 3.623 1.787 -0.24
C 2.615 0.654 4.448 -0.83
C -1.723 -4.196 -3.375 -0.19
C -0.675 -0.638 -4.001 0.85
C -3.239 -2.877 -2.076 -0.37
C -4.241 -3.108 -3.014 -0.85
C 3.002 -2.346 -3.496 -0.29
C 1.305 6.488 2.682 0.42
C 4.324 -2.146 -5.497 -0.58
C -2.619 5.757 2.879 -0.76
C 1.424 -4.661 -0.172 0.09
C -2.045 -1.368 -5.860 -0.72
C 2.108 -1.386 -3.962 -0.40
C 2.015 6.380 4.985 -0.84
C -3.425 -4.716 0.964 -1.07
C -1.627 0.344 -3.730 -0.58
C 0.241 -7.093 -0.747 -0.85
C -0.403 -5.908 -1.090 -0.21
C 3.372 1.550 2.232 -1.00
C 0.184 -4.674 -0.810 -0.41
C -5.087 3.445 6.886 -0.39
C -4.241 2.641 6.130 -0.74
C 1.472 -7.063 -0.108 -0.62
C 2.041 8.484 3.828 -0.60
C 1.559 7.855 2.686 -0.24
C 2.062 -5.840 0.185 -0.64
C -5.767 4.491 6.281 -0.57
C -4.553 4.188 2.689 -1.58
C -0.909 -1.499 -5.072 -0.05
C 0.884 2.634 -4.623 -1.12
C -4.076 2.883 4.777 -0.17
C 0.754 5.814 1.447 -1.13
C 3.074 -0.680 2.387 -0.01
C -4.757 3.934 4.162 0.75
C -2.726 -4.454 -4.296 -1.05
C 1.188 3.468 -1.739 -0.67
C -1.971 -3.419 -2.241 0.38
C -2.979 -0.380 -5.583 -0.58
C 3.626 1.018 1.023 -0.19
C 3.425 -1.207 -5.986 -0.77
C -2.769 0.475 -4.509 -0.79
C 4.109 -2.718 -4.250 -0.75
C 0.466 -1.983 -1.708 -2.20
C 2.269 7.747 4.980 -0.37
C -3.991 -3.906 -4.118 -0.50
C 1.538 5.753 3.845 -0.11
C -0.868 3.992 1.804 -0.17
C -1.661 6.280 1.836 -0.78
C -0.845 -4.706 2.516 -0.76
C -2.788 -2.389 2.809 -1.08
H 0.709 6.530 0.623 0.40
H 4.012 1.976 -2.244 0.14
H 1.384 8.431 1.784 0.39
H 2.195 5.800 5.882 0.42
H 1.621 4.437 -2.013 0.41
H 3.325 -2.258 0.348 -0.05
H -3.497 1.244 -4.274 0.41
H 1.967 -7.987 0.166 0.34
H -3.355 -2.903 3.593 0.33
H -1.371 -5.951 -1.570 0.38
H -1.999 -1.800 3.292 0.22
H -2.183 6.467 0.892 0.31
H 3.014 -5.802 0.701 0.43
H -1.209 7.211 2.180 0.48
H 1.554 3.189 -0.744 -0.25
H -0.727 -4.595 -3.534 0.67
H -4.775 -4.093 -4.843 0.37
H 1.309 3.607 -4.900 0.44
H -2.517 -5.068 -5.166 0.40
H 3.831 1.370 -3.888 0.22
H 1.868 -3.703 0.062 -0.04
H 3.412 1.126 5.024 0.32
H 2.643 8.233 5.872 0.38
H 1.096 1.939 -5.437 0.24
H -1.297 -5.051 3.454 0.44
H 3.902 1.475 0.088 0.15
H -3.438 -2.277 -1.194 0.57
H -5.171 5.025 2.355 0.44
H 1.711 1.263 4.503 0.26
H -0.202 2.745 -4.561 0.31
H 2.785 -2.818 -2.542 0.24
H -3.447 6.449 3.024 0.55
H -2.209 -2.053 -6.685 0.41
H -3.083 -5.403 0.186 0.24
H -4.273 -4.155 0.559 0.30
H 1.632 -0.096 -5.611 0.30
H -3.424 2.248 4.186 0.53
H 0.100 3.583 -1.668 0.31
H -5.217 3.252 7.943 0.38
H -3.871 -0.283 -6.192 0.37
H 3.385 2.571 2.571 0.60
H -2.101 5.638 3.837 0.26
H -6.429 5.119 6.864 0.36
H 1.338 4.688 3.842 0.44
H -4.813 3.314 2.096 0.47
H -5.222 -2.667 -2.873 0.38
H -3.464 -1.691 2.302 0.23
H 5.182 -2.440 -6.091 0.36
H 2.751 -0.990 -0.749 0.54
H -1.455 1.024 -2.903 0.67
H -0.230 -8.043 -0.976 0.38
H 3.853 3.120 -3.590 0.37
H 1.368 4.974 1.132 0.25
H 2.413 -0.337 4.848 0.22
H 0.075 -4.163 2.754 0.01
H -0.199 -2.289 -5.287 0.46
H -3.715 1.818 6.596 0.41
H 2.237 9.548 3.815 0.38
H 4.795 -3.466 -3.870 0.44
H -0.567 -5.587 1.930 0.22
H -6.132 5.551 4.449 0.33
H 4.510 -1.203 -0.459 0.33
H 3.575 -0.769 -6.966 0.39
H -3.787 -5.318 1.806 0.43